# 1
The following is a quantum chemistry calculation of a structure of composition C2H3BrS, from the Open Molecules 2025 dataset.

```
! RIJCOSX wB97M-V def2-TZVPD def2/J DEFGRID3
* xyz 0 1
C -0.40 0.58 0.46
C 0.47 -0.38 -0.29
S -0.77 -1.13 0.76
Br 0.11 -0.56 -2.16
H 0.09 1.13 1.26
H -1.26 0.86 -0.14
H 1.75 -0.50 0.11
*
```

Maximum force, Eh/bohr: 0.0907
Kohn-Sham gap, eV: 9.6
Relative energy (zero: lowest compared OMol25 entry of this formula, charge and spin), kJ/mol: 102.1
E_tot, eV: -82998.5024


# 2
The following is a quantum chemistry calculation of the ion C6H10O with charge -1, from the Open Molecules 2025 dataset.

```
! RIJCOSX wB97M-V def2-TZVPD def2/J DEFGRID3
* xyz -1 2
C -0.91 -2.98 0.02
C -0.50 -1.62 -0.53
C 0.70 -1.04 -0.29
C 0.95 0.40 -0.44
C 0.19 1.40 0.07
O -0.73 1.13 1.06
C 0.40 2.83 -0.25
H -1.91 -3.18 -0.35
H -0.69 -3.08 1.08
H -0.29 -3.75 -0.47
H -1.35 -0.99 -0.78
H 1.43 -1.60 0.30
H 1.88 0.68 -0.93
H -0.28 0.51 1.69
H -0.43 3.40 0.19
H 1.32 3.28 0.12
H 0.27 3.06 -1.31
*
```

Maximum force, Eh/bohr: 0.0424
Kohn-Sham gap (alpha / beta), eV: 3.5 / 7.7
Relative energy (zero: lowest compared OMol25 entry of this formula, charge and spin), kJ/mol: 89.1
E_tot, eV: -8428.8413


# 3
The following is a quantum chemistry calculation of an isolated molecule of H6NP5, from the Open Molecules 2025 dataset.

```
! RIJCOSX wB97M-V def2-TZVPD def2/J DEFGRID3
* xyz 0 1
P 1.18 1.13 1.54
P -0.16 1.19 -0.27
P -2.10 0.83 0.65
N 0.25 -0.30 -0.82
P -0.48 -1.35 -1.68
P 1.13 -2.79 -1.54
H 1.12 2.63 1.70
H 2.31 1.20 0.82
H -1.97 2.33 1.07
H -2.63 1.14 -0.60
H 1.12 -3.07 -2.96
H 2.14 -1.92 -2.02
*
```

Maximum force, Eh/bohr: 0.0510
Kohn-Sham gap, eV: 7.2
SMILES string: PP(#[PH2])N=P#[PH2]
Relative energy (zero: lowest compared OMol25 entry of this formula, charge and spin), kJ/mol: 0.0
E_tot, eV: -48028.7432


# 4
The following is a quantum chemistry calculation of a structure of composition C26H31FN5O4PPd, from the Open Molecules 2025 dataset.

```
! RIJCOSX wB97M-V def2-TZVPD def2/J DEFGRID3
* xyz 2 1
Pd -3.48 -0.10 0.66
F 2.88 -2.46 0.42
C 2.50 -1.17 0.42
C 1.18 -0.90 0.55
C 0.70 0.42 0.54
C -0.71 0.70 0.71
O -1.49 -0.28 0.93
C -1.09 2.06 0.66
C -0.12 3.01 0.50
N 1.19 2.76 0.34
C 2.12 3.86 0.23
C 1.75 5.04 -0.62
C 2.83 4.10 -1.08
C 1.64 1.44 0.37
C 3.00 1.15 0.26
C 3.48 -0.15 0.31
N 4.85 -0.42 0.23
C 5.84 0.55 0.65
C 6.92 0.66 -0.41
N 7.37 -0.74 -0.82
C 6.89 -1.79 0.15
C 5.37 -1.80 0.19
C -2.49 2.64 0.83
O -2.61 3.84 0.82
O -3.50 1.83 0.99
H 0.49 -1.72 0.69
H -0.42 4.05 0.51
H 2.67 4.05 1.15
H 2.03 6.01 -0.25
H 0.81 5.00 -1.15
H 3.85 4.43 -1.04
H 2.58 3.44 -1.90
H 3.68 1.98 0.13
H 6.27 0.29 1.62
H 5.41 1.54 0.78
H 7.80 1.21 -0.07
H 6.53 1.13 -1.31
H 8.39 -0.77 -0.88
H 7.02 -0.96 -1.75
H 7.35 -1.56 1.10
H 7.26 -2.76 -0.19
H 5.09 -2.39 1.07
H 4.99 -2.31 -0.69
N -10.78 0.68 0.26
C -9.64 0.56 0.31
C -8.22 0.40 0.37
C -7.47 0.31 -0.80
C -6.10 0.16 -0.69
N -5.48 0.09 0.48
C -6.19 0.19 1.61
C -7.56 0.34 1.60
H -7.94 0.36 -1.77
H -5.48 0.09 -1.58
H -5.64 0.15 2.54
H -8.11 0.42 2.53
C -2.15 -2.37 -1.88
P -2.99 -3.11 -0.47
C -4.11 -4.35 -1.11
C -1.74 -3.93 0.53
O -3.77 -2.11 0.37
H -1.77 -3.16 -2.53
H -1.32 -1.75 -1.54
H -2.85 -1.76 -2.43
H -3.56 -5.11 -1.67
H -4.84 -3.88 -1.77
H -4.64 -4.83 -0.28
H -1.04 -4.49 -0.09
H -2.23 -4.63 1.21
H -1.22 -3.18 1.12
*
```

Maximum force, Eh/bohr: 0.0104
Kohn-Sham gap, eV: 8.4
Relative energy (zero: lowest compared OMol25 entry of this formula, charge and spin), kJ/mol: 0.0
E_tot, eV: -58579.5029


# 5
The following is a quantum chemistry calculation of an isolated molecule of C3H4N4O, from the Open Molecules 2025 dataset.

```
! RIJCOSX wB97M-V def2-TZVPD def2/J DEFGRID3
* xyz 0 1
C 1.50 -0.96 0.00
N 0.21 -0.35 0.00
N -0.76 -1.28 -0.01
N -1.96 -0.99 -0.09
N -2.32 0.39 -0.07
C -1.44 1.31 0.12
C 0.01 1.03 0.04
O 0.88 1.91 -0.14
H 2.28 -0.16 -0.16
H 1.79 -1.49 0.94
H 1.55 -1.73 -0.75
H -1.74 2.31 0.12
*
```

Maximum force, Eh/bohr: 0.0633
Kohn-Sham gap, eV: 9.7
SMILES string: Cn1nnncc1=O
Relative energy (zero: lowest compared OMol25 entry of this formula, charge and spin), kJ/mol: 299.0
E_tot, eV: -11180.8704


# 6
The following is a quantum chemistry calculation of a structure of composition C36H34F7N5O5PSSr, from the Open Molecules 2025 dataset.

```
! RIJCOSX wB97M-V def2-TZVPD def2/J DEFGRID3
* xyz 0 2
Sr 1.09 2.92 -0.88
C -1.87 2.96 2.02
C -1.25 4.00 1.24
C -2.13 4.38 0.28
C -3.35 3.56 0.44
C -3.17 2.72 1.50
H -1.41 2.44 2.84
H -0.28 4.43 1.45
H -1.98 5.15 -0.46
H -4.22 3.64 -0.19
H -3.88 1.99 1.87
O 4.86 2.27 -2.31
S 3.93 1.18 -2.47
O 4.33 0.12 -3.38
N 2.43 1.67 -2.69
C 2.12 2.22 -3.93
C 3.01 2.36 -4.98
C 2.63 2.90 -6.22
C 1.36 3.32 -6.46
C 0.41 3.21 -5.43
C -0.93 3.62 -5.60
C -1.83 3.52 -4.58
C -1.37 3.01 -3.35
N -0.14 2.61 -3.15
C 0.77 2.68 -4.16
C 3.87 0.35 -0.87
C 5.09 -0.50 -0.59
C 5.27 -0.71 0.88
C 4.25 -1.37 1.42
C 3.27 -1.84 0.36
C 3.75 -1.14 -0.89
H 4.03 2.05 -4.85
H 3.39 2.99 -7.00
H 1.06 3.73 -7.42
H -1.23 4.04 -6.56
H -2.86 3.84 -4.68
H -2.04 2.94 -2.50
H 5.91 -0.48 -1.28
H 6.11 -0.30 1.43
H 4.12 -1.56 2.48
H 1.34 -1.96 -0.43
H 3.56 -1.58 -1.86
C 1.44 -4.75 1.02
C 1.66 -3.61 2.01
N 1.11 -2.33 1.60
C 1.78 -1.58 0.51
C 1.41 -0.12 0.65
C 2.23 1.04 0.78
O 3.44 1.19 0.16
O 1.86 2.07 1.35
C 0.03 0.12 0.57
O -0.52 1.18 0.21
C -0.83 -1.02 1.00
C -2.20 -0.83 0.99
C -3.02 -1.75 1.59
F -4.37 -1.53 1.63
C -2.51 -2.88 2.20
C -1.13 -3.08 2.21
C -0.26 -2.16 1.61
N -3.34 -3.83 2.87
C -3.74 -3.49 4.23
C -3.89 -4.81 5.00
N -4.06 -5.91 3.98
C -5.08 -5.52 2.95
C -4.48 -4.36 2.12
H 1.86 -5.68 1.41
H 1.93 -4.54 0.06
H 0.38 -4.90 0.82
H 2.73 -3.47 2.18
H 1.25 -3.86 2.99
H 3.41 -2.91 0.21
H -2.59 0.08 0.55
H -0.77 -3.98 2.68
H -4.68 -2.92 4.24
H -2.97 -2.88 4.69
H -4.77 -4.83 5.65
H -3.01 -5.05 5.58
H -4.29 -6.79 4.43
H -3.16 -5.98 3.50
H -5.97 -5.22 3.49
H -5.30 -6.39 2.34
H -5.26 -3.62 1.94
H -4.12 -4.72 1.16
F 0.36 5.38 -1.03
P 1.71 6.38 -1.18
F 3.02 7.25 -1.31
F 0.74 7.63 -1.40
F 1.66 6.58 0.41
F 2.61 5.00 -0.94
F 1.70 6.04 -2.75
*
```

Maximum force, Eh/bohr: 0.0113
Kohn-Sham gap, eV: 4.8
Relative energy (zero: lowest compared OMol25 entry of this formula, charge and spin), kJ/mol: 330.3
E_tot, eV: -95558.7452


# 7
The following is a quantum chemistry calculation of the ion C4H6NO2 with charge +1, from the Open Molecules 2025 dataset.

```
! RIJCOSX wB97M-V def2-TZVPD def2/J DEFGRID3
* xyz 1 3
C -1.50 0.38 -0.87
C 1.84 1.17 -0.04
C -1.08 -0.71 0.28
C 0.39 -0.82 0.40
N 1.02 0.27 -0.24
O -2.66 0.28 -1.14
O -0.54 1.02 -1.22
H 1.87 1.89 -0.82
H 2.36 1.20 0.98
H -1.44 -0.39 1.20
H -1.59 -1.66 0.25
H 0.55 -0.96 1.45
H 0.78 -1.69 -0.23
*
```

Maximum force, Eh/bohr: 0.0760
Kohn-Sham gap (alpha / beta), eV: 10.7 / 7.9
Relative energy (zero: lowest compared OMol25 entry of this formula, charge and spin), kJ/mol: 37.4
E_tot, eV: -9817.6771


# 8
The following is a quantum chemistry calculation of the ion C4H11N2O with charge +1, from the Open Molecules 2025 dataset.

```
! RIJCOSX wB97M-V def2-TZVPD def2/J DEFGRID3
* xyz 1 1
C -0.30 1.64 -1.04
N 0.24 0.29 -0.99
C 0.58 -0.34 -2.27
C -0.10 -0.53 0.03
O -0.47 -1.68 -0.04
C -0.03 0.08 1.45
N -0.17 -1.10 2.40
H 0.33 2.31 -1.62
H -0.30 2.14 -0.07
H -1.34 1.62 -1.35
H 1.56 -0.79 -2.26
H 0.49 0.42 -3.03
H -0.17 -1.09 -2.54
H -0.78 0.79 1.80
H 0.97 0.48 1.65
H 0.54 -1.04 3.15
H -1.09 -1.20 2.83
H 0.06 -1.98 1.91
*
```

Maximum force, Eh/bohr: 0.0272
Kohn-Sham gap, eV: 9.9
SMILES string: CN(C)C(=O)C[NH3+]
Relative energy (zero: lowest compared OMol25 entry of this formula, charge and spin), kJ/mol: 144.5
E_tot, eV: -9347.3596


# 9
The following is a quantum chemistry calculation of a structure of composition C42H57Cl2F6InN5O4S2Se2Si2Te, from the Open Molecules 2025 dataset.

```
! RIJCOSX wB97M-V def2-TZVPD def2/J DEFGRID3
* xyz -1 1
In 0.13 -0.04 -1.80
C 2.71 3.40 -2.71
Se 3.17 1.88 -1.60
C 3.77 2.83 0.00
C 2.73 3.31 1.00
Se 1.14 2.19 1.18
C 1.18 1.96 3.12
H 3.61 3.89 -3.09
H 2.08 4.10 -2.16
H 2.13 3.00 -3.54
H 4.36 3.68 -0.36
H 4.47 2.14 0.47
H 2.39 4.31 0.72
H 3.18 3.38 1.99
H 2.20 2.08 3.49
H 0.83 0.96 3.36
H 0.53 2.68 3.62
F 2.61 -4.43 -4.29
C 2.28 -3.45 -3.44
F 3.07 -3.56 -2.36
F 1.02 -3.63 -3.07
S 2.56 -1.82 -4.26
O 2.10 -0.81 -3.32
O 3.95 -1.86 -4.56
N 1.67 -1.93 -5.55
S 0.23 -1.25 -5.52
O -0.41 -1.41 -4.24
O -0.48 -1.59 -6.71
C 0.61 0.57 -5.75
F 1.82 0.72 -6.29
F -0.29 1.10 -6.58
F 0.58 1.24 -4.61
C 3.59 -3.76 3.56
C 3.27 -4.87 2.60
C 3.31 -6.20 3.00
C 2.99 -7.23 2.13
C 2.65 -6.94 0.82
C 2.62 -5.62 0.39
C 2.91 -4.58 1.28
N 2.90 -3.23 0.88
C 1.92 -2.52 0.20
N 0.81 -3.27 -0.05
C -0.49 -2.97 -0.50
C -0.89 -1.79 -1.11
C -2.24 -1.68 -1.45
C -3.15 -2.69 -1.24
C -2.72 -3.87 -0.65
C -1.40 -4.02 -0.26
C -0.98 -5.31 0.40
N 2.06 -1.26 -0.06
C 3.20 -0.70 0.60
C 3.00 -0.22 1.89
C 4.05 0.24 2.67
C 5.33 0.24 2.14
C 5.54 -0.23 0.85
C 4.49 -0.72 0.07
C 4.78 -1.32 -1.28
H 3.77 -4.15 4.56
H 2.78 -3.03 3.60
H 4.49 -3.21 3.25
H 3.58 -6.43 4.03
H 3.02 -8.26 2.47
H 2.42 -7.73 0.12
H 2.40 -5.39 -0.64
H 3.61 -2.65 1.29
H 0.90 -4.21 0.28
H -2.60 -0.76 -1.90
H -4.19 -2.57 -1.54
H -3.42 -4.68 -0.47
H -1.85 -5.94 0.58
H -0.50 -5.14 1.38
H -0.28 -5.88 -0.21
H 1.99 -0.25 2.29
H 3.86 0.60 3.67
H 6.17 0.61 2.72
H 6.54 -0.24 0.43
H 5.70 -0.91 -1.69
H 3.98 -1.11 -1.98
H 4.89 -2.40 -1.21
Cl 0.13 4.79 -0.92
C -0.90 4.17 -2.19
C -1.63 5.11 -2.87
C -2.53 4.74 -3.87
C -2.67 3.39 -4.11
C -1.94 2.45 -3.41
Cl -2.27 0.79 -3.79
C -0.96 2.74 -2.40
N -0.22 1.92 -1.66
H -1.49 6.15 -2.62
H -3.10 5.48 -4.41
H -3.37 3.03 -4.86
C -3.70 6.18 1.34
Si -2.76 4.68 1.97
C -3.47 4.23 3.66
C -0.98 5.18 2.22
C -3.07 3.33 0.72
Te -2.32 1.34 0.92
C -3.68 0.75 2.50
Si -5.35 0.09 1.97
C -5.91 0.74 0.31
C -6.63 0.59 3.26
C -5.26 -1.78 1.92
H -3.57 7.04 2.00
H -4.77 5.98 1.26
H -3.34 6.46 0.34
H -3.43 5.10 4.31
H -2.90 3.43 4.14
H -4.52 3.91 3.59
H -0.90 5.75 3.16
H -0.64 5.82 1.40
H -0.30 4.33 2.26
H -2.72 3.65 -0.27
H -4.15 3.22 0.62
H -3.78 1.62 3.15
H -3.15 -0.01 3.08
H -6.06 1.82 0.33
H -6.86 0.28 0.02
H -5.17 0.53 -0.47
H -6.71 1.68 3.33
H -6.37 0.21 4.25
H -7.62 0.20 3.00
H -4.40 -2.11 1.33
H -6.15 -2.22 1.47
H -5.15 -2.19 2.93
*
```

Maximum force, Eh/bohr: 0.0068
Kohn-Sham gap, eV: 6.0
Relative energy (zero: lowest compared OMol25 entry of this formula, charge and spin), kJ/mol: 116.7
E_tot, eV: -282057.9163


# 10
The following is a quantum chemistry calculation of a cluster of 3 separate species, C4H5NO in total, from the Open Molecules 2025 dataset.

```
! RIJCOSX wB97M-V def2-TZVPD def2/J DEFGRID3
* xyz 0 1
C -1.33 0.03 0.31
C 0.04 0.17 0.08
C 0.88 -0.91 -0.29
O 2.11 -0.47 -0.35
N 2.17 0.93 -0.13
C 0.93 1.29 0.03
H -1.71 -0.62 1.09
H -2.03 0.79 -0.04
H -1.31 -1.65 -0.44
H -0.49 -1.89 -0.47
H 0.72 2.33 0.22
*
```

Maximum force, Eh/bohr: 0.0082
Kohn-Sham gap (alpha / beta), eV: 7.5 / 7.5
Relative energy (zero: lowest compared OMol25 entry of this formula, charge and spin), kJ/mol: 673.5
E_tot, eV: -7759.5461


# 11
The following is a quantum chemistry calculation of an isolated molecule of C24H24N4O6, from the Open Molecules 2025 dataset.

```
! RIJCOSX wB97M-V def2-TZVPD def2/J DEFGRID3
* xyz 0 1
O -0.08 -0.19 -0.68
C -0.45 0.76 -1.35
C -0.18 0.88 -2.84
C 0.77 2.03 -3.16
C 2.22 1.72 -2.78
N 2.34 1.21 -1.42
C 2.07 2.08 -0.38
O 1.74 3.23 -0.60
C 2.20 1.50 0.95
C 1.96 2.31 2.07
C 2.08 1.79 3.34
C 2.43 0.45 3.50
C 2.66 -0.36 2.41
C 2.55 0.15 1.11
N 2.78 -0.62 -0.01
C 3.14 -2.02 0.13
C 2.11 -2.90 0.84
O 2.45 -3.85 1.51
N 0.84 -2.53 0.65
C -0.28 -3.26 1.21
C -1.38 -3.39 0.21
C -2.40 -2.55 -0.11
C -3.09 -3.16 -1.19
C -2.44 -4.32 -1.44
O -1.40 -4.47 -0.60
C 2.65 -0.14 -1.29
O 2.84 -0.84 -2.26
N -1.12 1.79 -0.82
C -1.42 1.89 0.60
C -2.90 1.85 0.84
C -3.83 2.84 0.92
C -5.08 2.20 1.11
C -4.81 0.87 1.12
O -3.50 0.65 0.96
H -1.14 1.03 -3.35
H 0.25 -0.07 -3.18
H 0.75 2.23 -4.24
H 0.45 2.94 -2.64
H 2.81 2.64 -2.84
H 2.63 0.96 -3.44
H 1.70 3.34 1.90
H 1.89 2.41 4.20
H 2.52 0.04 4.49
H 2.93 -1.39 2.57
H 4.09 -2.11 0.67
H 3.28 -2.41 -0.88
H 0.60 -1.73 0.08
H 0.09 -4.25 1.51
H -0.66 -2.73 2.10
H -2.63 -1.61 0.35
H -3.95 -2.78 -1.70
H -2.60 -5.10 -2.15
H -1.40 2.56 -1.40
H -0.95 1.03 1.08
H -1.00 2.82 1.00
H -3.65 3.90 0.87
H -6.03 2.67 1.22
H -5.44 0.01 1.23
*
```

Maximum force, Eh/bohr: 0.0189
Kohn-Sham gap, eV: 8.7
SMILES string: O=C(CCCn1c(=O)c2ccccc2n(CC(=O)NCc2ccco2)c1=O)NCc1ccco1
Relative energy (zero: lowest compared OMol25 entry of this formula, charge and spin), kJ/mol: 71.5
E_tot, eV: -43525.0214